The following is a DFT calculation (the ωB97M-V functional and the def2-TZVPD basis) of a gas-phase ion, C7H6ClO3S (charge -1).

Computed properties:
total charge	-1
E_tot	-1354.34486	hartree
multiplicity	3
expectation value of S²	2.03
orbital gap (spin up / spin down)	5.514 / 5.533	eV
E_HOMO (spin up / spin down)	-0.0764 / -0.1851	Eh

XYZ file:
```
18
Properties=species:S:1:pos:R:3:forces:R:3
C -1.497 -0.188 0.699 -1.7867 1.7671 -1.7460
C -0.299 -0.720 1.173 -2.0658 0.1706 1.3328
C -1.516 0.492 -0.545 -2.9509 -2.2259 3.0775
C 0.872 -0.415 0.432 2.8658 -0.9592 0.2731
C -0.306 0.714 -1.279 0.2210 0.3283 -0.8498
C 0.884 0.313 -0.685 1.1139 -2.0981 0.0944
C 2.205 0.491 -1.258 1.7306 2.1382 1.7357
O 3.141 2.262 0.564 -0.8443 0.1826 0.1158
O 3.699 2.671 -1.739 -0.9905 0.5465 0.1617
O 1.337 3.083 -0.966 0.9353 -0.2147 0.1264
S 2.616 2.386 -0.792 1.3758 -1.5375 -0.6575
Cl 2.386 0.379 -2.980 -0.1637 -0.5929 -0.6595
H -2.516 -0.195 1.190 1.5296 -0.6217 -0.2435
H -0.290 -1.226 2.122 0.2467 -0.1878 0.1539
H -2.530 0.499 -0.972 0.6536 0.6136 -0.1884
H 1.851 -0.861 0.726 -1.0236 0.4101 0.1010
H -0.271 1.415 -2.037 0.0059 1.3149 -1.4063
H 2.962 -0.117 -0.650 -0.8528 0.9656 -1.4211
```
Forces are in eV/Å.